Record 1
DFT (ωB97M-V/def2-TZVPD) results for a structure of composition C38H52BHoN8.

Output
**Spin multiplicity**: 5
**Total charge**: +2
**HOMO-LUMO gap (spin up / spin down)**: 7.4 / 7.4 eV
**LUMO (spin up / spin down)**: -6.54 / -6.51 eV
**E_HOMO (spin up / spin down)**: -13.909 / -13.909 eV

Each line ends with the Löwdin spin population.
Cartesian coordinates (Å):
H 1.21 2.50 -3.55  0.000
H 5.96 1.14 -0.68  0.000
H -3.56 3.00 -0.98  0.000
C 1.94 -2.74 3.39  0.000
C -1.87 1.72 -1.35  0.000
C 0.65 -1.73 -3.44  0.000
C 4.19 1.52 1.37  0.000
H -4.54 -4.46 0.14  0.000
H 2.10 -1.86 5.41  0.000
C 1.81 1.88 -2.87  0.000
H -3.33 -1.84 -2.23  0.000
C -0.37 1.25 3.65  0.000
H -2.67 3.36 -2.47  0.000
H 4.92 1.55 -2.04  0.000
H -4.13 -4.15 -1.56  0.000
C -3.02 2.56 -1.81  0.000
C 1.17 -0.71 3.75  0.000
H 0.50 1.63 6.19  0.000
H -0.34 -3.63 -3.42  0.000
Ho 0.03 -0.34 0.41  4.027
H -3.70 1.94 -2.40  0.000
C -4.44 -3.69 -0.62  0.000
N 2.26 -1.90 -0.13  0.000
H -1.48 5.05 -0.79  0.000
H -0.29 3.75 -0.66  0.000
H 5.34 2.77 -0.84  0.000
C -3.45 2.60 2.85  0.000
H -0.07 -0.04 6.13  0.000
H -0.54 2.27 3.99  0.000
H -4.08 2.15 3.61  0.000
H -4.42 -0.94 -1.16  0.000
C -1.80 3.78 0.92  0.000
H -2.67 -0.74 -1.02  0.000
C -3.46 -1.46 -1.21  0.000
H 1.66 0.31 6.30  0.000
H -3.62 4.58 3.68  0.000
H 1.72 1.29 4.05  0.000
C -0.56 -2.59 -3.19  0.000
C -0.33 -4.54 0.16  0.000
C 3.39 -2.25 -0.77  0.001
N 0.09 -3.29 0.36  0.000
C 1.79 -1.79 4.38  0.000
C 0.73 0.63 5.82  0.000
B 1.52 -2.91 0.85  0.000
C 5.09 1.72 -0.98  0.000
C -2.90 1.81 1.86  0.000
C 4.17 -1.13 -0.94  0.000
H -0.21 5.13 0.42  0.000
H -3.76 -2.23 0.78  0.000
H 3.05 2.01 -0.38  0.000
C -2.10 2.41 0.89  0.000
C -3.44 -2.61 -0.20  0.000
H 2.15 -3.92 0.91  0.000
H 3.52 -1.72 -5.25  0.000
H 3.32 1.27 1.98  0.000
H -3.58 0.00 2.79  0.000
H -2.34 -0.30 1.60  0.000
C -3.21 0.33 1.83  0.000
C 2.73 -1.36 -4.60  0.000
H -0.65 0.76 -4.50  0.000
H -0.27 1.31 2.56  0.000
H -5.42 -3.24 -0.77  0.000
N -0.97 -2.43 0.26  -0.008
C -3.19 3.97 2.90  0.000
H 2.83 2.27 -2.90  0.000
N 2.29 -0.53 0.09  -0.007
H -2.33 1.20 -4.11  0.000
H 1.42 2.04 -1.86  0.000
C -2.36 4.54 1.95  0.000
C 0.87 0.65 4.30  0.000
N -1.50 1.59 -0.13  -0.005
C 3.88 1.35 -0.13  0.000
H 5.14 -1.08 -1.41  0.000
C -2.06 -3.19 -0.01  0.000
C -0.90 4.45 -0.09  0.000
C -1.69 -4.52 -0.07  0.000
C 3.45 -0.07 -0.38  0.000
H -0.89 -2.54 -2.16  0.000
H 5.01 0.87 1.66  0.000
C 1.67 -2.18 -4.27  0.000
N 1.43 -2.26 2.25  0.001
H -1.25 0.66 3.88  0.000
H 4.47 2.55 1.58  0.000
H 1.61 -3.18 -4.67  0.000
H -1.39 -2.28 -3.83  0.000
H 3.60 0.60 -4.40  0.000
C -1.08 0.97 -2.41  0.000
C 0.74 -0.43 -2.93  0.000
H 2.38 -3.73 3.43  0.000
H -1.07 2.41 -3.99  0.000
C 2.78 -0.06 -4.12  0.000
H 3.59 -3.28 -1.01  0.000
H 0.37 -5.37 0.21  0.000
H -2.14 5.60 1.99  0.000
N -0.26 0.08 -2.00  -0.003
C 1.78 0.43 -3.29  0.000
H -2.32 -5.38 -0.26  0.000
C -1.28 1.35 -3.84  0.000
H -3.96 0.10 1.08  0.000
N 0.93 -1.01 2.47  -0.005



Record 2
DFT (ωB97M-V/def2-TZVPD) results for a cluster of 3 separate species, C38H52BrF8NO16P2 in total at a distorted geometry.

Output
**SMILES**: NCCc1c(COCOCCO)cc(CCCCOC=O)c2c1C(=O)c1cc(Br)c(CCOCC(F)(F)C(F)(F)C(F)(F)C(F)F)cc1C2=O.COP(=O)(OC)OC.COP(=O)(OC)OC
**Total charge**: 0
**HOMO-LUMO gap**: 6.4 eV
**Energy relative to the best compared isomer or geometry (same formula, charge and spin)**: 0.0 kJ/mol
**LUMO**: -2.07 eV
**E_HOMO**: -8.475 eV

Each line ends with the Mulliken charge.
Cartesian coordinates (Å):
H -8.99 6.02 2.25  0.235
C 3.49 2.20 2.74  -0.301
H -3.61 0.41 1.51  0.442
H -2.92 -2.67 -1.33  0.232
H -0.22 0.77 -4.81  0.198
H -4.81 0.42 -8.02  0.290
H 3.94 3.14 2.38  0.365
H -8.75 4.55 1.29  0.288
H -3.91 5.81 -0.29  0.418
C 2.33 0.28 -0.37  0.130
C -3.13 -2.84 -0.26  -0.342
H -0.18 0.82 -11.28  0.281
N -0.68 0.90 -3.91  -0.486
H 7.26 -3.76 2.07  0.513
F -1.61 -5.91 2.35  -0.348
C -4.82 6.36 2.94  -0.705
H 6.68 -5.15 1.05  0.365
C 2.58 1.68 1.64  0.278
H 2.71 -4.45 4.23  0.341
H -4.79 -2.99 0.76  0.319
F 0.18 -4.22 2.94  -0.279
O -1.07 0.95 -9.43  -0.337
C -0.34 -6.33 2.11  0.808
H 2.15 3.28 6.44  0.393
O -4.88 5.01 2.48  -0.308
C 0.67 -5.49 2.96  0.169
C 4.65 -1.23 0.44  0.445
C 3.88 -1.73 -0.62  0.580
C 2.98 -0.72 -1.32  -0.387
C -8.34 5.15 2.10  -0.594
O 2.27 5.40 6.33  -0.249
H -0.89 0.16 -1.39  0.118
C 0.54 -0.83 -7.96  -0.653
H 5.56 -5.90 2.96  0.401
H 3.36 -3.45 -1.79  0.606
C 6.39 -4.32 1.70  -1.786
P -1.95 0.12 -8.32  1.020
O -1.72 1.09 1.22  -0.339
O -2.82 -0.48 -0.14  -0.448
C 1.24 2.05 1.50  -0.407
O -2.51 1.07 -7.30  -0.646
O -3.25 0.20 -9.39  -0.360
C -1.00 1.99 0.36  -0.991
O -7.05 5.65 1.77  -0.359
H -3.17 -1.69 1.56  0.468
H -1.89 1.30 -11.30  0.233
H -3.43 1.45 0.08  0.103
H -4.30 1.90 -8.89  0.273
P -5.88 4.58 1.25  1.064
H 3.63 -5.96 3.86  0.359
H 0.40 -8.14 3.23  0.240
H -5.49 6.49 3.79  0.252
H -5.21 0.63 -9.73  0.240
H -1.44 -0.40 -11.00  0.332
H 1.32 1.21 -3.25  0.326
H -1.55 -1.88 0.80  0.025
F -0.13 -6.12 0.79  -0.292
C -2.94 0.66 0.67  -0.213
H 0.02 2.15 -2.41  0.173
C 0.99 0.68 -0.51  0.331
C 0.48 1.56 0.45  0.532
H 4.34 1.54 2.94  0.288
C 5.51 -3.40 0.83  1.490
H 3.79 3.95 6.31  0.347
C 0.17 0.14 -1.68  -0.714
C -1.16 0.64 -10.83  -0.669
C 3.96 -3.05 -0.97  -0.811
F 0.09 -8.56 1.33  -0.267
O -0.56 -0.09 -7.39  -0.223
H -2.83 4.92 0.82  0.247
H -1.38 2.00 -0.66  0.689
C -4.46 0.82 -8.97  -0.588
H -3.02 4.39 -0.86  0.238
H 1.16 -1.20 -7.15  0.232
H 1.14 -0.17 -8.59  0.263
C 3.19 -5.05 3.43  -1.166
C -0.30 -7.86 2.43  0.247
C 2.08 5.57 7.67  0.165
O -4.61 3.94 0.37  -0.267
C 4.79 -3.91 -0.23  -0.146
C 0.30 1.17 -2.84  -0.389
C -2.62 -1.67 0.60  -0.126
C -3.54 4.83 -0.01  -0.717
H -5.09 7.07 2.16  0.342
H 0.47 -0.86 -2.01  0.574
H 1.76 1.97 4.08  0.523
C 2.11 -5.50 2.40  1.330
C 4.53 0.26 0.76  -0.780
H -1.22 0.08 -3.68  0.238
H 0.78 2.73 2.22  0.525
O 4.17 -4.31 2.75  -0.079
F -1.53 -8.34 2.75  -0.280
O -4.55 -3.01 -0.17  -0.532
H 1.55 4.20 4.22  0.185
H -3.80 6.57 3.27  0.279
H -2.65 -3.80 0.00  0.194
C 2.77 2.42 4.12  -1.273
C 5.48 -2.04 1.19  -1.005
F 2.44 -6.76 1.99  -0.337
F 2.12 -4.64 1.37  -0.172
C 2.59 3.93 4.46  -0.294
F 0.60 -5.88 4.26  -0.311
C 2.75 4.09 5.99  -0.712
H 3.32 4.58 3.95  0.336
H -1.04 2.98 0.85  0.132
O 2.83 -0.70 -2.52  -0.598
H 3.36 1.92 4.90  0.515
O 5.50 0.95 1.00  -0.576
Br 4.83 -5.75 -0.75  -0.165
H 6.07 -1.69 2.03  0.538
C 5.49 -4.81 2.91  -0.332
H 0.18 -1.68 -8.55  0.308
H -8.29 4.58 3.02  0.282
H 2.94 5.43 8.36  0.351
O -6.55 3.27 1.53  -0.680
C 3.10 0.78 0.70  0.200
O 1.01 5.93 8.09  -0.467
H 5.92 -4.34 3.82  0.262



Record 3
DFT (ωB97M-V/def2-TZVPD) results for a structure of composition C38H53BF3N2O4P2PrS4 at a distorted geometry.

Output
**Spin multiplicity**: 3
**Total charge**: 0
**HOMO-LUMO gap (spin up / spin down)**: 7.9 / 7.8 eV
**LUMO (spin up / spin down)**: 0.50 / 0.50 eV
**E_HOMO (spin up / spin down)**: -7.379 / -7.322 eV

Each line ends with the Löwdin spin population.
Cartesian coordinates (Å):
H 6.02 3.15 -0.61  0.000
O 0.58 -2.12 0.64  -0.010
H 5.02 -0.07 -2.22  0.000
C -2.31 5.49 0.28  0.000
C 2.16 -0.47 2.21  0.000
F -1.20 -0.38 -3.79  0.000
H -5.53 -0.64 1.06  0.000
H 0.49 1.43 -3.33  0.000
C 2.64 -1.63 1.69  0.000
C 2.25 -5.77 2.94  0.000
C 2.57 2.01 -3.57  0.000
H 2.37 2.94 0.08  0.000
C 4.49 1.12 0.29  0.000
H -3.58 3.81 0.60  0.000
H 5.49 1.05 0.70  0.000
C -0.05 5.07 -0.46  0.000
C -4.47 -2.71 -0.53  0.000
H 3.89 1.71 0.97  0.000
H 4.08 0.66 -4.35  0.000
C 3.33 3.27 -3.96  0.000
H -5.44 1.56 -0.26  0.000
S 1.82 -4.31 -1.35  0.000
H 4.40 3.10 -3.97  0.000
H 5.70 1.41 -2.92  0.000
H 0.85 2.28 -4.85  0.000
H 1.18 -0.10 1.96  0.000
C 2.67 -4.82 1.99  0.000
H 2.06 3.75 -1.46  0.000
C -1.59 3.24 -0.03  0.000
B -0.26 1.39 -0.54  -0.008
C 1.74 -3.87 1.76  0.000
S 4.24 -1.96 2.29  0.000
H -4.13 -0.51 2.13  0.000
C 3.56 -2.44 -1.07  0.000
C -2.59 4.14 0.32  0.000
H -1.87 -2.73 0.12  0.000
H -5.34 0.15 -3.81  0.000
H -0.86 7.02 -0.14  0.000
O -0.79 -2.70 -2.29  -0.003
H 5.10 -0.25 3.80  0.000
H 3.63 -4.84 1.50  0.000
H 4.15 -1.64 -0.66  0.000
H -4.59 -3.62 0.05  0.000
H -1.87 -1.56 1.44  0.000
H -3.91 -0.83 -3.50  0.000
H -3.07 6.20 0.57  0.000
H 0.92 5.45 -0.75  0.000
C 3.07 0.18 3.08  0.000
O 1.16 -1.58 -3.08  -0.001
F -0.34 -1.09 -5.64  0.000
C -0.32 3.72 -0.41  0.000
C -0.93 -1.49 -4.53  0.000
C -2.49 -2.29 0.91  0.000
C -2.64 1.03 0.36  0.000
N 0.47 2.63 -0.69  -0.001
H 3.04 3.55 -4.98  0.000
H -5.45 -2.37 -0.83  0.000
O 0.50 -3.70 -4.14  0.000
H -2.76 -3.07 1.61  0.000
P -3.04 -0.34 -0.88  -0.002
C 3.02 0.85 -4.45  0.000
H 6.41 0.72 -1.46  0.000
H 2.93 -4.69 -3.47  0.000
H -5.01 -2.02 2.00  0.000
C 5.47 0.89 -1.99  0.000
C 1.00 -5.52 3.41  0.000
S 0.31 -4.11 2.69  0.000
H 0.44 -6.08 4.13  0.000
C 3.83 -3.05 -2.32  0.000
C 1.07 2.24 -3.78  0.000
C -5.67 0.95 -1.13  0.000
C 1.82 -2.63 0.89  0.000
H 5.04 3.67 -1.97  0.000
P 2.75 1.40 -1.76  -0.002
S 0.13 -2.55 -3.39  0.001
H -4.31 2.18 -3.28  0.000
H 2.86 -6.60 3.26  0.000
N -1.56 1.87 -0.10  -0.001
H -2.33 0.53 1.29  0.000
H -3.88 -2.95 -1.41  0.000
H 4.06 0.12 0.26  0.000
H 3.10 4.11 -3.31  0.000
C -4.80 -0.40 -3.04  0.000
H -2.74 1.49 -2.87  0.000
H 2.82 1.08 -5.50  0.000
H 0.74 3.18 -3.35  0.000
C -4.41 0.52 -1.88  0.000
H 2.85 1.10 3.59  0.000
C -1.06 5.96 -0.11  0.000
H -5.43 -1.22 -2.71  0.000
H 2.49 -0.06 -4.19  0.000
C -3.75 -1.65 0.31  0.000
F -2.11 -2.03 -4.85  0.000
C 1.89 2.82 -0.90  0.000
C 2.50 -3.01 -0.42  -0.001
C -4.66 -1.16 1.44  0.000
H 4.64 -2.75 -2.96  0.000
H -6.31 1.53 -1.79  0.000
H -3.58 2.54 -1.73  0.000
H -3.53 1.63 0.57  0.000
C 4.52 1.72 -1.12  0.000
Pr 0.24 -1.00 -1.17  2.030
C 2.98 -4.07 -2.60  0.000
H 4.40 3.75 -0.33  0.000
C 4.23 -0.51 3.22  0.000
H -6.24 0.08 -0.80  0.000
C 5.01 3.16 -1.01  0.000
C -3.71 1.76 -2.47  0.000



Record 4
DFT (ωB97M-V/def2-TZVPD) results for a structure of composition C38H53N5O4PtS4Si2Te at a distorted geometry.

Output
**Spin multiplicity**: 5
**Total charge**: +2
**HOMO-LUMO gap (spin up / spin down)**: 5.7 / 4.4 eV
**Energy relative to the best compared isomer or geometry (same formula, charge and spin)**: 0.0 kJ/mol
**LUMO (spin up / spin down)**: -4.57 / -8.07 eV
**E_HOMO (spin up / spin down)**: -10.221 / -12.431 eV

Each line ends with the Löwdin spin population.
Cartesian coordinates (Å):
H -0.51 5.69 0.55  0.000
S 2.27 -4.62 1.55  0.682
H -2.62 -6.21 0.05  0.000
H 0.20 2.81 4.79  0.000
H -1.98 -4.62 -3.43  0.004
H -4.36 -0.02 3.99  0.000
C -2.42 2.63 -4.71  0.002
H -4.84 1.82 0.36  0.000
N 3.49 -0.05 -1.68  0.177
C -4.30 2.78 2.26  0.000
Pt 1.29 0.57 -0.06  0.105
H -5.11 3.47 2.14  0.000
H 4.47 -1.46 6.97  0.000
C 1.73 -1.42 -4.56  0.027
H -3.46 -3.72 -3.85  0.004
H -1.26 -5.39 -0.76  0.000
H -1.56 0.99 -2.09  0.014
H -2.98 -0.76 2.11  0.000
H -1.47 3.08 -4.39  0.000
H -4.51 0.57 -5.82  0.000
H -2.82 -2.25 0.06  0.013
C 4.06 -1.73 -3.84  0.029
C -2.32 0.33 -2.54  0.071
C -3.05 -4.54 -3.22  0.018
N 0.20 -2.78 0.91  0.251
H 1.45 6.96 0.54  0.000
C 0.03 4.38 2.25  0.000
H -5.35 -5.75 -1.59  0.000
H -0.85 3.74 2.10  0.000
H -3.45 -5.46 -3.71  0.001
C 0.95 2.83 3.97  0.001
H -4.62 -0.23 1.50  0.000
C 2.06 -1.88 -5.85  0.004
O 5.05 -1.70 -2.90  0.017
C 1.79 0.27 5.88  0.000
C 2.46 -0.40 -2.44  0.112
H -1.48 -1.09 -5.45  0.007
H 6.46 0.88 2.98  0.001
C 6.61 1.73 0.94  0.016
C -5.15 -4.85 -1.01  0.002
C 0.99 4.14 3.20  0.000
H -3.48 2.95 0.25  0.000
H -5.90 -4.13 -1.24  0.000
C 1.35 6.23 1.34  0.000
Si -2.64 0.81 -4.35  0.016
H 3.09 0.56 7.54  0.000
C 3.24 -2.04 5.32  0.000
H -5.23 -5.09 0.04  0.000
C 4.25 0.98 0.26  0.477
C -1.75 1.03 0.70  0.014
H 0.10 -0.78 3.02  0.000
S 5.65 1.65 -0.60  0.182
C 1.04 -3.59 1.16  0.077
C 2.34 5.99 2.31  0.000
H -3.26 0.39 -1.95  0.000
C 0.21 5.44 1.33  0.000
O 1.28 -0.05 -2.06  0.086
H 0.71 -1.24 -4.35  0.003
H -2.90 0.93 3.79  0.000
C 2.20 -1.65 4.48  0.000
Te -1.40 -1.57 -2.13  0.713
Si -3.38 -4.30 -1.41  0.008
H 3.23 6.64 2.44  0.000
H -0.56 0.11 4.41  0.000
C 2.85 -0.10 6.69  0.000
N 3.21 0.50 -0.52  0.442
H -1.95 -4.62 0.62  0.001
C 3.28 -2.52 -5.98  0.036
S 4.31 0.61 1.91  0.222
C 0.32 -0.05 3.82  0.000
C 4.24 -2.51 -4.96  -0.006
H 3.52 -3.07 -6.89  0.002
N -0.68 0.91 0.22  0.024
H -3.22 3.22 -4.21  0.000
H -1.39 0.40 -6.42  0.000
H -3.43 3.37 2.64  0.000
O -4.65 1.87 3.27  0.000
C 6.15 0.70 1.95  0.036
C 2.16 4.97 3.21  0.000
H -5.05 0.27 -4.17  0.000
C 3.59 -1.22 6.35  0.000
C -3.86 0.69 3.33  0.000
H 1.94 2.50 4.28  0.001
H 1.23 1.12 6.24  0.000
H 4.70 -1.02 -2.19  0.003
H 1.96 -2.32 3.63  0.000
H -2.50 2.70 -5.80  0.001
C -3.06 -2.48 -1.00  0.052
H 6.47 -0.29 1.68  0.004
H 1.29 -1.86 -6.63  -0.001
C -4.25 0.10 -4.88  0.002
H 2.87 4.84 4.00  0.000
H -0.34 0.24 -5.02  0.000
C -1.33 0.04 -5.41  0.009
S 0.36 1.59 2.75  0.001
H -3.92 -1.87 -1.27  0.001
H 6.51 2.73 1.31  0.002
H -4.26 -0.97 -5.11  0.000
H 3.82 -2.94 5.09  0.000
C -2.20 -5.23 -0.25  0.001
H 7.64 1.67 0.56  0.002
C -3.93 2.18 0.88  0.001
N -3.00 1.03 1.04  0.003
O 1.56 1.44 1.77  0.015
C -3.65 0.10 1.96  0.001
C 2.77 -1.17 -3.66  0.012
H 5.18 -3.11 -5.04  -0.001
C 1.46 -0.44 4.71  0.000